{"formula": "C4H4N2Se2", "method": "wB97M-V/def2-TZVPD", "species": ["C", "C", "C", "C", "N", "N", "Se", "Se", "H", "H", "H", "H"], "xyz": [[1.5609, -0.6277, -0.1547], [0.8597, -0.7863, 1.0276], [-0.2233, -0.3502, -1.7948], [-1.5844, -0.4136, 0.9703], [0.8379, -0.2362, -1.1829], [-0.4249, -0.7612, 1.0843], [-0.8780, 1.2679, -2.7204], [-3.0849, -1.3530, 0.5296], [2.5761, -0.5812, -0.1991], [1.3343, -1.2572, 1.8908], [0.2994, 1.9311, -2.3309], [-4.1251, -0.2984, 0.1244]], "lumo_ha": [-0.0229, -0.0236], "de_lowest_kcal_mol": 82.0, "homo_lumo_gap_ev": [6.546, 6.483], "multiplicity": 1}